(i)
The following is a DFT calculation (ωB97M-V/def2-TZVPD) of a 2-piece molecular cluster, C7H14N2 overall.

Results
SMILES string: [H]/N=C/C#N.CC(C)(C)C
E_LUMO, eV: -0.3
HOMO, eV: -10.758
HOMO-LUMO gap, eV: 10.4127

Structure (ORCA input):
```
! wB97M-V def2-TZVPD RIJCOSX def2/J DEFGRID3
* xyz 0 1
H -0.77 -0.65 3.06
N -0.99 0.29 2.73
C -0.46 1.39 3.11
C -0.82 2.58 2.38
N -1.04 3.62 1.93
H 0.39 1.55 3.66
C 0.86 0.86 -1.05
C 0.23 -0.55 -1.01
C 0.89 -1.27 0.11
C 0.45 -1.26 -2.27
C -1.26 -0.28 -0.76
H 1.72 0.79 -1.63
H 1.13 1.18 0.06
H 0.21 1.58 -1.49
H 1.96 -1.35 0.08
H 0.64 -2.40 0.18
H 0.55 -0.86 1.00
H -0.23 -0.85 -3.02
H 0.12 -2.31 -2.10
H 1.49 -1.42 -2.59
H -1.46 0.45 -0.02
H -1.91 -1.15 -0.59
H -1.72 0.06 -1.76
*
```

(ii)
The following is a DFT calculation (ωB97M-V/def2-TZVPD) of an isolated molecule of C7H14N2.

Results
SMILES string: C=N[C@]1(C)N[C@]1(C)CC
E_LUMO, eV: 1.0
HOMO, eV: -8.882
HOMO-LUMO gap, eV: 9.8772

Structure (ORCA input):
```
! wB97M-V def2-TZVPD RIJCOSX def2/J DEFGRID3
* xyz 0 1
C 1.68 2.15 0.02
N 1.31 1.11 0.62
C 1.04 -0.12 -0.06
C 1.86 -1.24 0.56
N 0.79 -0.23 -1.48
C -0.38 -0.38 -0.50
C -0.93 -1.79 -0.47
C -1.41 0.71 -0.44
C -1.94 0.64 1.03
H 1.78 2.25 -1.06
H 1.89 3.02 0.62
H 1.25 -1.81 1.29
H 2.21 -1.93 -0.21
H 2.73 -0.81 1.05
H 0.75 0.65 -1.98
H -1.85 -1.85 -1.04
H -0.21 -2.49 -0.90
H -1.13 -2.10 0.55
H -2.21 0.51 -1.16
H -0.96 1.70 -0.59
H -2.41 -0.30 1.28
H -1.16 0.88 1.74
H -2.71 1.41 1.13
*
```

(iii)
The following is a DFT calculation (ωB97M-V/def2-TZVPD) of a 2-piece molecular cluster, C7H14N2 overall.

Results
E_LUMO, eV: 0.9
HOMO, eV: -8.095
HOMO-LUMO gap, eV: 8.9915

Structure (ORCA input):
```
! wB97M-V def2-TZVPD RIJCOSX def2/J DEFGRID3
* xyz 0 1
C -0.69 1.86 -1.50
C -0.64 1.85 0.11
C 0.79 2.10 0.89
C -1.07 0.79 1.07
C 1.15 -1.52 0.65
C 1.00 -2.50 -0.56
C -0.12 -1.71 -1.09
H 0.73 1.38 -1.58
H -1.58 1.02 -1.88
H -0.84 3.02 -2.04
H -1.24 2.71 0.57
H 1.34 2.80 0.29
H 0.59 2.14 1.94
H 1.48 1.25 0.86
H -1.58 1.29 1.90
H 1.92 -0.79 0.90
H 0.85 -1.90 1.67
H 1.92 -2.70 -1.34
H 0.69 -3.42 -0.52
H -0.46 -1.45 -2.27
H -0.94 -2.41 -0.73
N -0.87 -0.47 0.83
N 0.10 -0.69 -0.13
*
```

(iv)
The following is a DFT calculation (ωB97M-V/def2-TZVPD) of a 2-piece molecular cluster, C7H14N2 overall.

Results
SMILES string: Cc1c[nH]cn1.CCC
E_LUMO, eV: 0.8
HOMO, eV: -8.346
HOMO-LUMO gap, eV: 9.1944

Structure (ORCA input):
```
! wB97M-V def2-TZVPD RIJCOSX def2/J DEFGRID3
* xyz 0 1
C -0.64 2.71 1.46
C -0.25 1.33 1.86
C -0.89 0.43 2.76
N -0.22 -0.80 2.47
C 0.94 -0.52 1.82
N 0.93 0.81 1.50
H -0.77 2.53 0.38
H 0.22 3.37 1.61
H -1.57 3.25 1.86
H -1.66 0.41 3.50
H -0.62 -1.73 2.72
H 1.67 -1.28 1.77
C -0.76 -1.46 -3.07
C 0.21 -1.29 -1.78
C 1.25 -0.19 -1.57
H -0.79 -0.45 -3.42
H -0.27 -2.09 -3.98
H -1.71 -1.85 -2.72
H 0.65 -2.22 -1.67
H -0.43 -1.28 -0.88
H 2.25 -0.36 -1.87
H 1.29 -0.03 -0.54
H 1.15 0.71 -2.23
*
```

Which of them is least stable? Easy: (iii).

(i)
The following is a DFT calculation (ωB97M-V/def2-TZVPD) of a 2-piece molecular cluster, C7H14N2 overall.

Results
SMILES string: [H]/N=C/C(C)(C)N.C=C=C
E_LUMO, eV: 0.9
HOMO, eV: -9.355
HOMO-LUMO gap, eV: 10.2674

Structure (ORCA input):
```
! wB97M-V def2-TZVPD RIJCOSX def2/J DEFGRID3
* xyz 0 1
H -1.21 -1.16 -1.63
N -1.26 -1.28 -0.46
C -0.51 -0.41 -0.03
C -0.01 -0.09 1.36
C -0.32 -1.25 2.32
C -0.72 1.19 1.82
N 1.43 0.21 1.24
H 0.05 0.23 -0.90
H 0.18 -2.16 1.98
H -1.39 -1.45 2.35
H 0.03 -1.01 3.32
H -0.51 2.01 1.13
H -1.80 1.03 1.87
H -0.36 1.48 2.81
H 1.79 0.51 2.14
H 1.94 -0.62 0.97
C -0.63 -0.46 -3.02
C 0.29 0.40 -2.53
C 1.35 1.17 -2.60
H -1.58 -0.07 -3.37
H -0.31 -1.36 -3.54
H 1.66 1.63 -3.53
H 1.88 1.47 -1.70
*
```

(ii)
The following is a DFT calculation (ωB97M-V/def2-TZVPD) of C7H14N2 as an isolated structure.

Results
E_LUMO, eV: 0.8
HOMO, eV: -8.511
HOMO-LUMO gap, eV: 9.3076

Structure (ORCA input):
```
! wB97M-V def2-TZVPD RIJCOSX def2/J DEFGRID3
* xyz 0 1
C 1.73 -0.57 1.46
C 2.07 0.12 0.13
C 1.92 -0.63 -1.26
C -0.41 0.74 -0.15
C -1.17 2.19 -0.11
C -2.57 -0.73 0.23
C -1.52 -1.66 -0.42
H 0.91 0.24 2.13
H 2.62 -0.64 2.29
H 1.43 -1.69 1.17
H 2.82 0.69 0.26
H 1.27 -1.26 -1.64
H 1.79 0.22 -2.02
H 2.99 -0.93 -1.55
H -2.24 2.12 -0.67
H -0.06 2.80 -0.98
H -1.36 2.82 1.12
H -3.18 -0.18 -0.53
H -3.41 -0.83 1.14
H -1.35 -1.45 -1.41
H -0.86 -2.53 -0.23
N 0.86 1.01 -0.14
N -1.10 -0.45 0.37
*
```

(iii)
The following is a DFT calculation (ωB97M-V/def2-TZVPD) of a 2-piece molecular cluster, C7H14N2 overall.

Results
SMILES string: Cc1c[nH]cn1.CCC
E_LUMO, eV: 0.9
HOMO, eV: -8.660
HOMO-LUMO gap, eV: 9.5368

Structure (ORCA input):
```
! wB97M-V def2-TZVPD RIJCOSX def2/J DEFGRID3
* xyz 0 1
C -0.46 -2.51 2.49
C 0.28 -1.27 2.09
C 0.08 0.02 2.47
N 0.98 0.76 1.75
C 1.70 -0.10 0.99
N 1.25 -1.33 1.12
H 0.26 -3.20 2.92
H -0.98 -2.96 1.64
H -1.16 -2.25 3.28
H -0.60 0.45 3.18
H 1.27 1.72 1.89
H 2.37 0.09 0.18
C 0.87 0.94 -2.07
C -0.58 1.34 -1.70
C -1.63 0.71 -2.64
H 0.86 0.71 -3.14
H 1.22 0.06 -1.56
H 1.49 1.83 -2.00
H -0.76 0.96 -0.70
H -0.68 2.43 -1.72
H -1.24 0.51 -3.63
H -1.99 -0.22 -2.17
H -2.54 1.31 -2.66
*
```

(iv)
The following is a DFT calculation (ωB97M-V/def2-TZVPD) of a 2-piece molecular cluster, C7H14N2 overall.

Results
SMILES string: Cc1c[nH]cn1.CCC
E_LUMO, eV: 0.8
HOMO, eV: -8.343
HOMO-LUMO gap, eV: 9.1651

Structure (ORCA input):
```
! wB97M-V def2-TZVPD RIJCOSX def2/J DEFGRID3
* xyz 0 1
C 0.65 -0.55 2.74
C -0.23 -0.75 1.59
C -1.04 -1.87 1.19
N -1.80 -1.43 0.13
C -1.44 -0.12 -0.11
N -0.63 0.38 0.79
H 1.78 -0.17 2.40
H 0.80 -1.25 3.43
H 0.09 0.16 3.34
H -1.28 -2.58 2.00
H -2.54 -1.95 -0.43
H -2.03 0.55 -0.73
C 1.02 2.53 -1.60
C 0.93 0.98 -1.51
C 1.78 0.17 -2.50
H 1.60 2.81 -2.52
H 1.41 2.92 -0.69
H 0.03 2.94 -1.57
H 1.20 0.75 -0.47
H -0.10 0.73 -1.74
H 1.21 -0.65 -2.74
H 2.09 0.76 -3.45
H 2.73 -0.06 -2.14
*
```

Which of them is least stable? Easy: (ii).

(i)
The following is a DFT calculation (ωB97M-V/def2-TZVPD) of a 2-piece molecular cluster, C7H14N2 overall.

Results
SMILES string: [H]/N=C(/C)N.CC1=C(C)C1
E_LUMO, eV: 0.7
HOMO, eV: -8.195
HOMO-LUMO gap, eV: 8.8695

Structure (ORCA input):
```
! wB97M-V def2-TZVPD RIJCOSX def2/J DEFGRID3
* xyz 0 1
H 1.08 0.43 2.59
N 1.40 0.17 1.66
C 0.85 0.94 0.74
C 1.60 1.09 -0.56
N 0.16 2.12 1.17
H 2.11 0.15 -0.80
H 0.92 1.33 -1.38
H 2.34 1.89 -0.50
H -0.17 2.71 0.42
H 0.64 2.63 1.90
C -2.02 0.53 -0.23
C -0.86 -0.35 0.07
C -0.39 -1.49 -0.48
C 0.07 -2.21 -1.68
C -0.54 -1.57 0.94
H -2.16 1.25 0.58
H -1.87 1.08 -1.16
H -2.94 -0.06 -0.32
H 1.16 -2.30 -1.65
H -0.34 -3.22 -1.71
H -0.20 -1.67 -2.59
H 0.40 -1.17 1.56
H -1.22 -2.26 1.43
*
```

(ii)
The following is a DFT calculation (ωB97M-V/def2-TZVPD) of a 2-piece molecular cluster, C7H14N2 overall.

Results
SMILES string: Cc1c[nH]cn1.CCC
E_LUMO, eV: 0.9
HOMO, eV: -8.346
HOMO-LUMO gap, eV: 9.2402

Structure (ORCA input):
```
! wB97M-V def2-TZVPD RIJCOSX def2/J DEFGRID3
* xyz 0 1
C -2.43 -0.42 -0.51
C -1.24 0.36 -0.93
C -0.70 1.62 -0.42
N 0.44 1.90 -1.14
C 0.71 0.72 -1.93
N -0.33 -0.13 -1.81
H -3.12 0.31 -0.06
H -2.29 -1.28 0.16
H -2.96 -0.77 -1.54
H -1.22 2.14 0.37
H 1.31 2.44 -0.94
H 1.63 0.48 -2.38
C 1.99 -0.55 1.14
C 1.24 -0.95 2.42
C 0.04 -1.82 2.03
H 2.23 -1.68 0.94
H 3.02 0.02 1.36
H 1.33 -0.11 0.29
H 1.79 -1.36 3.26
H 0.69 -0.04 2.75
H -0.14 -1.61 0.88
H 0.14 -2.87 2.24
H -0.86 -1.64 2.51
*
```

(iii)
The following is a DFT calculation (ωB97M-V/def2-TZVPD) of an isolated molecule of C7H14N2.

Results
SMILES string: C=CC(N)(N)CC(=C)C
E_LUMO, eV: 1.0
HOMO, eV: -9.014
HOMO-LUMO gap, eV: 10.0046

Structure (ORCA input):
```
! wB97M-V def2-TZVPD RIJCOSX def2/J DEFGRID3
* xyz 0 1
C 1.54 1.77 -0.49
C 0.44 1.71 0.27
C -0.77 0.83 0.08
N -1.78 1.60 -0.61
N -1.42 0.62 1.35
C -0.54 -0.53 -0.67
C 0.28 -1.60 0.04
C -0.29 -2.48 0.87
C 1.74 -1.69 -0.29
H 1.68 1.14 -1.37
H 2.35 2.45 -0.24
H 0.41 2.39 1.12
H -1.90 2.50 -0.15
H -1.42 1.83 -1.54
H -2.27 0.11 1.14
H -1.73 1.51 1.72
H -0.11 -0.34 -1.66
H -1.53 -0.97 -0.89
H 0.28 -3.26 1.37
H -1.35 -2.43 1.11
H 2.18 -2.62 0.08
H 2.29 -0.86 0.16
H 1.89 -1.67 -1.38
*
```

(iv)
The following is a DFT calculation (ωB97M-V/def2-TZVPD) of a 2-piece molecular cluster, C7H14N2 overall.

Results
E_LUMO (spin up / spin down), eV: 0.1 / 0.8
HOMO (spin up / spin down), eV: -7.195 / -8.019
HOMO-LUMO gap (spin up / spin down), eV: 7.3235 / 8.8332

Structure (ORCA input):
```
! wB97M-V def2-TZVPD RIJCOSX def2/J DEFGRID3
* xyz 0 1
C -1.51 1.63 1.99
C -0.53 1.62 -0.91
N -0.88 0.57 1.40
C 0.11 1.40 0.46
C 1.43 0.99 0.61
H -0.31 0.05 2.06
H -2.29 2.12 1.42
H -1.51 1.76 3.07
H -0.09 2.45 1.05
H -0.59 0.67 -1.43
H 0.09 2.31 -1.49
H -1.53 2.05 -0.82
H 1.68 0.04 1.07
H 2.24 1.70 0.49
C -1.08 -2.39 -0.44
C 2.29 -1.90 -1.62
N -0.23 -1.88 -1.51
C 0.98 -1.91 -1.51
H -1.89 -2.96 -0.89
H -0.54 -3.03 0.27
H -1.50 -1.54 0.10
H 2.81 -2.70 -2.12
H 2.85 -1.07 -1.22
*
```

Which of them is least stable? Easy: (iv).

(i)
The following is a DFT calculation (ωB97M-V/def2-TZVPD) of an isolated molecule of C7H14N2.

Results
SMILES string: CCCN1C=CN(C)C1
E_LUMO, eV: 1.2
HOMO, eV: -7.015
HOMO-LUMO gap, eV: 8.1757

Structure (ORCA input):
```
! wB97M-V def2-TZVPD RIJCOSX def2/J DEFGRID3
* xyz 0 1
C -3.64 -0.18 0.19
C -2.35 0.43 -0.31
C -1.12 -0.43 0.01
N 0.11 0.10 -0.52
C 0.58 1.32 -0.05
C 1.92 1.29 0.01
N 2.39 0.06 -0.43
C 3.57 -0.49 0.23
C 1.22 -0.83 -0.33
H -4.49 0.49 -0.11
H -3.88 -1.17 -0.23
H -3.65 -0.31 1.28
H -2.19 1.43 0.12
H -2.48 0.60 -1.40
H -1.15 -0.59 1.11
H -1.25 -1.41 -0.49
H -0.08 2.18 0.06
H 2.52 2.19 0.19
H 3.87 -1.39 -0.33
H 4.35 0.29 0.20
H 3.42 -0.67 1.32
H 1.17 -1.56 -1.17
H 1.16 -1.33 0.66
*
```

(ii)
The following is a DFT calculation (ωB97M-V/def2-TZVPD) of a 2-piece molecular cluster, C7H14N2 overall.

Results
SMILES string: Cc1c[nH]cn1.CCC
E_LUMO, eV: 0.9
HOMO, eV: -8.751
HOMO-LUMO gap, eV: 9.6115

Structure (ORCA input):
```
! wB97M-V def2-TZVPD RIJCOSX def2/J DEFGRID3
* xyz 0 1
C -1.24 -2.01 -0.53
C -0.38 -1.27 -1.53
C 0.94 -1.40 -1.85
N 1.23 -0.33 -2.69
C 0.09 0.41 -2.78
N -0.88 -0.08 -2.07
H -0.83 -1.94 0.47
H -1.28 -3.09 -0.65
H -2.20 -1.54 -0.69
H 1.71 -2.14 -1.78
H 2.16 0.03 -2.80
H 0.03 1.35 -3.31
C -0.90 0.84 2.64
C -0.15 0.90 1.30
C 1.25 1.51 1.39
H -1.54 1.70 2.89
H -0.29 0.71 3.54
H -1.57 -0.02 2.58
H -0.08 -0.13 1.00
H -0.82 1.41 0.61
H 1.75 1.66 0.43
H 1.15 2.53 1.79
H 1.85 0.90 2.06
*
```

Which of them is least stable? Easy: (i).